Record 1
26
Properties=species:S:1:pos:R:3:forces:R:3 method="wB97M-V/def2-TZVPD" gap_ev=10.17 e_tot_ev=-20563.2691 e_above_lowest_ev=2.059
C 2.198 0.518 -2.538 0.329 2.401 -1.038
C 0.966 -1.447 0.068 1.058 3.952 0.124
C 1.559 -1.531 -1.352 0.094 0.406 1.639
C -1.811 1.487 2.868 3.340 1.349 -2.090
C -1.162 1.276 1.430 -1.053 0.122 0.419
C 0.162 -0.113 0.173 -0.419 0.232 -0.093
N -2.781 -1.543 -0.779 -1.048 -0.314 0.578
N -0.976 -0.178 -1.239 2.600 1.648 2.109
N -1.921 -0.843 -0.935 -0.321 -1.240 -0.285
N 2.463 -0.434 -1.662 -0.643 -2.765 1.635
O 3.003 1.297 -2.973 0.954 0.167 -0.249
O 0.918 0.649 -2.855 -0.583 -0.198 -0.159
O -3.075 1.016 3.065 -0.687 3.073 1.043
O -0.532 -0.002 1.348 0.451 -0.263 -0.881
H 0.359 -2.224 0.312 -2.352 -2.347 0.078
H 1.698 -1.562 0.933 -0.255 0.861 -1.299
H 2.105 -2.408 -1.235 1.374 -1.710 -0.665
H 0.817 -1.705 -2.112 -0.225 0.185 -0.179
H -1.780 2.599 2.891 -0.297 -0.716 0.899
H -1.053 1.005 3.503 -0.290 0.480 0.509
H -0.493 2.043 0.971 -0.026 -0.118 1.292
H -1.949 1.281 0.711 -1.075 -0.099 -0.595
H 0.685 0.909 -0.010 -0.569 -2.053 -0.362
H 0.395 0.231 -2.150 -0.697 0.150 -0.811
H 3.318 -0.501 -1.160 0.786 0.504 -0.336
H -3.114 0.180 2.728 -0.446 -3.708 -1.281

---

Record 2
23
Properties=species:S:1:pos:R:3:forces:R:3 method="wB97M-V/def2-TZVPD" gap_ev="7.09 / 7.10" e_tot_ev=-23207.6080 e_above_lowest_ev=4.332
C -2.227 -0.474 0.110 -1.115 0.756 -1.029
C 1.667 0.946 -1.537 -0.539 0.080 4.557
C 1.547 -2.050 0.937 3.461 1.190 -0.780
C -3.002 1.790 0.668 1.044 4.922 -1.385
C 1.978 -0.451 -0.942 -0.787 1.883 1.744
C 1.279 -0.607 0.514 2.029 -0.276 -1.065
N -0.746 1.083 0.802 3.765 -2.803 0.276
N -1.083 -1.112 0.002 -0.754 -1.256 -0.062
N -1.955 0.904 0.594 0.920 -6.261 -1.618
N -0.147 -0.443 0.480 -0.821 7.159 2.077
S -3.713 -0.931 -0.462 -0.686 -0.069 0.201
H 0.623 1.145 -1.483 -1.247 0.012 0.408
H 2.110 1.821 -0.947 -0.198 -1.452 -0.707
H 1.806 1.099 -2.507 1.511 0.235 -4.247
H 1.008 -2.587 0.256 -1.750 -2.017 -1.258
H 1.375 -2.279 1.933 -0.836 -0.377 1.833
H 2.623 -2.390 0.733 -1.249 0.959 0.264
H -3.729 1.504 1.383 -0.541 -0.023 0.912
H -2.380 2.790 0.801 -2.130 -1.468 0.369
H -3.494 1.860 -0.327 0.247 -0.299 0.621
H 3.032 -0.429 -0.716 0.464 -0.561 -0.008
H 1.715 -1.332 -1.518 -0.080 0.202 -0.378
H 1.712 0.143 1.226 -0.709 -0.538 -0.725

---

Record 3
20
Properties=species:S:1:pos:R:3:forces:R:3 method="wB97M-V/def2-TZVPD" gap_ev=6.15 smiles="C=CCC[C@@H](N)C[O-]" e_tot_ev=-9952.8186 e_above_lowest_ev=0.527 total_charge=-1
C -1.905 -0.417 -1.534 0.827 0.088 -0.132
O -1.618 -1.702 -1.742 0.066 -0.045 -0.014
C -1.193 0.162 -0.227 -2.255 0.145 -0.444
C 0.170 0.726 -0.449 1.555 -0.435 -0.558
C 1.178 0.489 0.689 -0.351 0.198 0.061
C 2.886 -1.201 1.396 0.470 0.845 1.085
C 1.911 -0.819 0.588 0.588 -0.689 -0.248
N -2.035 1.195 0.473 0.144 -0.336 -0.012
H -3.002 -0.202 -1.406 -0.004 0.129 0.112
H -1.562 0.251 -2.390 -0.221 0.165 0.141
H -1.269 -0.752 0.366 0.781 0.124 0.364
H 0.612 0.283 -1.356 -0.217 -0.225 0.140
H 0.199 1.791 -0.696 -0.683 0.118 0.232
H 0.656 0.534 1.650 -0.121 -0.107 -0.037
H 1.875 1.333 0.743 0.258 -0.207 -0.132
H 3.221 -0.516 2.183 -0.124 -0.165 -0.018
H 3.420 -2.141 1.397 -0.162 -0.157 -0.460
H 1.716 -1.535 -0.211 -0.716 0.356 -0.084
H -2.387 1.816 -0.253 0.104 0.120 -0.037
H -2.873 0.704 0.777 0.060 0.078 0.038

---

Record 4
20
Properties=species:S:1:pos:R:3:forces:R:3 method="wB97M-V/def2-TZVPD" gap_ev="4.68 / 4.68" e_tot_ev=-9944.5928 e_above_lowest_ev=4.198 spin_multiplicity=2 total_charge=-2 s_squared=0.76
C 0.873 0.276 -1.850 1.432 -3.979 -0.905
N 1.116 0.533 -0.465 -0.612 0.918 0.353
C 0.447 -0.401 0.446 -2.818 -0.167 0.006
C -1.119 -0.130 0.849 1.967 1.423 -1.326
C -1.775 0.947 0.200 0.489 -1.008 0.162
C -3.059 0.964 -0.375 -0.038 -0.185 0.331
C 1.400 -0.494 1.611 -0.468 2.884 3.806
O 2.731 -0.366 1.260 -0.561 -1.688 0.357
H 1.620 0.749 -2.574 -0.681 -0.578 1.126
H -0.088 0.266 -2.360 -0.639 1.093 0.858
H 0.995 -0.941 -1.794 0.294 1.861 -1.442
H 2.112 0.291 -0.256 -0.554 0.463 -0.076
H 0.310 -1.407 -0.068 0.690 0.511 0.207
H 1.076 -1.316 2.445 0.700 1.289 -1.960
H -1.603 -1.056 1.130 -0.461 -0.185 -0.277
H -1.096 1.803 0.064 -0.350 -0.111 -0.162
H -3.608 1.837 -0.775 0.508 -0.438 0.312
H -3.529 -0.028 -0.398 -0.347 0.471 -0.090
H 1.084 0.564 2.224 0.571 -2.116 -0.973
H 2.113 -2.091 0.686 0.877 -0.458 -0.307

---

Record 5
20
Properties=species:S:1:pos:R:3:forces:R:3 method="wB97M-V/def2-TZVPD" gap_ev=8.71 e_tot_ev=-9945.4322 e_above_lowest_ev=1.673 total_charge=+1
C -0.222 1.942 0.551 0.020 -0.347 -0.803
O 0.498 0.746 0.984 0.067 0.325 0.087
C 0.617 2.745 -0.407 0.078 -0.057 0.144
C 0.930 2.309 -1.623 0.133 0.163 0.295
H -0.538 2.521 1.413 0.013 -0.085 0.103
H -1.087 1.581 -0.009 -0.162 0.030 0.319
H 1.429 0.940 0.821 0.062 -0.075 0.082
H 0.985 3.690 -0.024 -0.014 0.111 -0.243
H 1.533 2.900 -2.298 0.069 0.008 0.034
H 0.627 1.332 -1.985 -0.215 0.037 -0.011
C -0.887 -2.309 -0.291 -1.027 -0.472 0.076
C -1.886 -1.540 -0.705 0.589 0.259 0.715
C 0.862 -2.615 1.275 -0.298 0.446 -0.323
N 0.042 -1.846 0.673 0.405 0.160 -0.496
H -0.803 -3.359 -0.543 0.096 0.012 0.024
H -1.888 -0.512 -0.357 -0.312 0.020 -0.140
H -2.723 -1.906 -1.277 0.203 -0.023 -0.313
H 1.612 -2.150 1.898 -0.022 -0.243 0.272
H 0.779 -3.679 1.099 0.275 -0.085 0.139
H 0.119 -0.790 0.805 0.040 -0.183 0.038

---

Record 6
20
Properties=species:S:1:pos:R:3:forces:R:3 method="wB97M-V/def2-TZVPD" gap_ev=9.38 smiles="C=[N+](CC)CCC=O" e_tot_ev=-9945.3379 e_above_lowest_ev=1.767 total_charge=+1
C 0.394 -0.317 1.987 -3.631 0.737 -2.025
C 0.092 0.755 0.916 4.228 0.354 1.985
C -1.308 0.201 -0.659 -3.105 -1.548 -4.095
C -0.922 -0.582 2.719 1.144 -0.647 -0.779
C 0.616 0.035 -2.744 2.361 -1.198 0.224
C 0.946 -0.119 -1.267 2.933 0.244 -1.383
N -0.101 0.331 -0.436 0.142 0.693 2.791
O -1.987 -0.158 2.392 -0.532 0.135 0.158
H 0.646 -1.253 1.534 1.045 -0.589 0.278
H 0.957 0.143 2.725 2.094 0.139 1.220
H -0.715 1.306 1.236 -2.005 1.030 0.414
H 0.931 1.448 1.024 0.086 0.034 -0.877
H -2.114 0.298 0.014 -0.236 0.679 1.266
H -1.645 -0.147 -1.643 0.396 0.102 0.175
H -0.695 -1.276 3.512 -0.772 -0.455 1.098
H 0.115 -0.805 -3.176 -0.757 -0.407 -0.028
H 0.091 0.932 -2.844 -0.739 1.433 -0.758
H 1.585 0.046 -3.287 -0.676 0.408 0.241
H 1.990 0.277 -1.020 -1.858 0.540 -0.036
H 1.125 -1.117 -0.985 -0.117 -1.683 0.129

---

Record 7
20
Properties=species:S:1:pos:R:3:forces:R:3 method="wB97M-V/def2-TZVPD" gap_ev=10.88 e_tot_ev=-9943.1908 e_above_lowest_ev=3.914 total_charge=+1
C 0.516 -1.231 -0.853 1.036 1.252 -2.568
C -0.327 -1.293 1.518 0.798 0.366 -2.737
C 1.608 -0.110 -0.879 0.462 -2.597 -3.074
C -2.969 0.256 -0.488 3.611 -0.133 0.152
C 0.221 -0.759 0.468 0.159 -1.041 3.041
C 0.827 1.832 0.513 -1.865 -1.314 0.782
N 1.190 0.347 0.470 2.304 2.626 -1.147
O -1.766 0.234 -0.281 -1.584 0.858 -0.398
H -0.158 -1.110 -1.696 -0.517 -0.012 0.487
H 1.047 -2.125 -0.997 0.020 -1.744 0.492
H -0.358 -1.026 2.465 0.469 2.086 4.253
H -0.909 -2.111 1.402 -1.670 -2.751 -0.918
H 2.588 -0.658 -1.109 -0.859 1.664 1.332
H 1.349 0.488 -1.740 0.365 1.205 0.441
H -3.360 -0.350 -1.215 -1.295 -1.860 -1.981
H -3.596 0.901 -0.007 -1.815 1.903 1.675
H 0.037 1.821 -0.200 -1.495 0.601 0.155
H 0.530 2.041 1.591 0.393 0.204 -1.739
H 1.518 2.474 -0.002 1.232 -0.054 0.606
H 2.014 0.381 1.041 0.252 -1.261 1.144

---

Record 8
20
Properties=species:S:1:pos:R:3:forces:R:3 method="wB97M-V/def2-TZVPD" gap_ev=8.53 e_tot_ev=-9945.6622 e_above_lowest_ev=1.443 total_charge=+1
O 3.186 0.062 -1.122 -0.093 0.002 -0.050
C 2.293 0.056 -0.319 0.182 0.137 0.051
C 0.870 -0.196 -0.770 0.246 -0.670 0.552
N 0.871 -0.232 -2.258 -0.333 0.121 -0.065
H 2.466 0.169 0.763 -0.084 0.032 -0.065
H 0.617 -1.188 -0.380 -0.111 0.000 -0.204
H 0.120 0.460 -0.341 0.005 0.318 -0.292
H 0.083 -0.770 -2.622 0.043 0.014 -0.023
H 0.825 0.709 -2.660 0.056 -0.091 0.040
H 1.760 -0.649 -2.568 0.067 0.099 0.010
C -0.434 -0.304 2.380 0.329 -0.067 -0.090
C -1.565 -0.378 1.688 -0.051 -0.202 0.088
C -2.161 0.656 0.852 -0.296 0.092 -0.347
C -3.362 0.511 0.288 0.256 -0.025 0.098
H 0.239 0.546 2.342 -0.176 0.200 0.114
H -0.134 -1.125 3.017 0.066 -0.007 -0.016
H -2.129 -1.304 1.763 -0.155 0.097 0.040
H -1.654 1.605 0.694 0.210 -0.011 0.248
H -3.808 1.308 -0.289 -0.058 -0.044 -0.035
H -3.928 -0.399 0.435 -0.104 0.004 -0.052

---

Record 9
20
Properties=species:S:1:pos:R:3:forces:R:3 method="wB97M-V/def2-TZVPD" gap_ev=8.57 e_tot_ev=-9945.8785 e_above_lowest_ev=1.226 total_charge=+1
O 0.297 -0.707 1.376 0.173 0.089 -0.215
C 0.573 -1.848 1.077 -0.085 -0.382 0.090
C 1.260 -2.242 -0.196 0.352 0.134 -0.108
C 0.233 -2.611 -1.274 -0.151 0.069 0.008
H 0.263 -2.671 1.742 -0.037 -0.001 0.050
H 1.924 -3.091 -0.049 -0.033 -0.116 0.258
H 1.909 -1.420 -0.507 -0.187 0.112 -0.128
H -0.205 -3.589 -1.087 0.046 -0.055 0.015
H 0.706 -2.626 -2.254 -0.007 -0.068 0.009
H -0.593 -1.901 -1.304 0.012 0.132 -0.066
C -1.237 1.581 -0.200 -0.201 0.313 -0.479
C -2.349 2.292 -0.114 0.273 -0.560 -0.284
C 1.164 1.814 -0.165 0.359 -0.007 0.070
N 0.003 2.265 -0.415 -0.010 0.119 -0.055
H -1.172 0.507 -0.253 0.098 -0.039 0.466
H -2.340 3.363 -0.249 -0.186 0.136 0.256
H -3.276 1.753 0.017 -0.115 0.258 0.021
H 2.015 2.447 -0.384 0.010 -0.026 0.002
H 1.274 0.831 0.282 -0.150 -0.110 0.012
H -0.055 3.204 -0.806 -0.161 0.000 0.078

---

Record 10
21
Properties=species:S:1:pos:R:3:forces:R:3 method="wB97M-V/def2-TZVPD" gap_ev=9.76 smiles="CCCC(=O)/[N+](C)=C/O" e_tot_ev=-11993.5081 e_above_lowest_ev=0.806 total_charge=+1
C -1.115 -0.624 -2.955 0.859 -1.122 4.691
C -0.923 -0.378 -0.550 -0.339 -1.120 -1.104
C 0.157 0.078 2.952 0.512 -3.434 0.176
C 1.065 0.279 -2.136 0.113 0.421 -2.079
C 0.008 0.066 0.502 -0.569 1.246 0.529
C -0.819 0.032 1.829 0.082 -0.276 -0.814
N -0.320 -0.295 -1.877 0.540 1.211 -4.046
O -2.010 -0.895 -0.505 0.769 0.738 0.545
O -0.771 -0.482 -4.160 0.922 0.530 -0.560
H -1.988 -1.195 -2.555 0.113 0.717 -0.954
H 0.852 0.888 2.817 0.410 0.193 0.302
H -0.331 0.068 3.929 0.268 0.237 -0.082
H 0.672 -0.990 2.812 -0.360 2.421 0.858
H 1.265 0.120 -3.207 0.057 -0.973 0.393
H 1.914 -0.086 -1.557 -0.718 -0.572 0.173
H 1.244 1.360 -2.243 -1.252 0.165 1.191
H 1.013 -0.446 0.344 -1.419 0.077 0.909
H 0.274 1.150 0.361 -0.234 -0.822 -0.305
H -1.478 -0.858 1.831 0.542 0.396 0.213
H -1.492 0.895 1.836 0.081 -0.009 -0.225
H -1.305 -0.925 -4.837 -0.377 -0.022 0.188

---

Record 11
21
Properties=species:S:1:pos:R:3:forces:R:3 method="wB97M-V/def2-TZVPD" gap_ev="9.03 / 5.53" e_tot_ev=-11985.8188 e_above_lowest_ev=4.696 spin_multiplicity=3 total_charge=+1 s_squared=2.01
C 0.309 2.494 1.743 0.728 9.007 -2.042
C 0.192 -0.066 2.353 0.201 -1.405 0.344
C -0.544 -0.186 -1.087 0.125 0.642 -0.888
C 1.498 -0.844 2.519 -4.554 -1.490 -0.924
C 0.138 0.266 -2.365 2.649 3.496 3.064
C -1.769 -0.987 -1.489 1.299 -1.329 1.965
N 0.207 1.305 2.172 -0.514 -7.785 4.059
O 0.096 0.914 3.432 -0.374 2.186 1.291
O -0.162 0.126 0.039 -0.672 -0.749 -1.427
H 0.379 2.667 0.731 -0.144 -0.087 -2.021
H 0.454 3.372 2.356 0.185 -0.563 0.576
H -0.826 -0.422 2.279 0.343 -1.038 -0.527
H 1.328 -1.430 3.450 0.876 0.442 -0.614
H 2.185 -0.093 2.430 2.574 1.282 0.412
H 1.468 -1.472 1.630 0.684 -0.426 0.163
H -0.269 1.321 -2.615 0.407 -1.922 -0.060
H -0.068 -0.516 -3.003 0.048 -0.865 -2.252
H 1.294 0.444 -2.141 -2.405 -0.544 -0.708
H -1.996 -1.765 -0.758 -0.821 0.707 0.448
H -1.582 -1.590 -2.336 0.749 -0.464 -1.141
H -2.521 -0.345 -1.847 -1.385 0.906 0.281

---

Record 12
24
Properties=species:S:1:pos:R:3:forces:R:3 method="wB97M-V/def2-TZVPD" gap_ev=11.11 e_tot_ev=-18131.1095 e_above_lowest_ev=3.500 total_charge=+1
C -1.198 -0.964 -0.316 -0.547 -3.940 -0.140
C 0.371 -0.916 -0.629 -1.951 -1.455 1.768
C -1.963 0.236 0.246 1.346 0.592 -0.697
C 0.753 0.475 -0.171 3.966 -3.820 -0.642
C -1.102 0.421 1.419 0.944 5.523 2.502
C 2.258 0.673 -0.281 -0.060 -0.884 1.375
N -0.366 1.823 1.639 -2.309 -1.346 1.521
O -1.937 -1.410 -1.415 -0.489 0.557 -0.292
O 0.860 -2.135 -0.038 -0.776 1.294 0.170
O -1.963 1.460 -0.568 -1.309 -2.236 0.362
O 3.016 -0.356 0.404 -0.022 1.161 -0.047
O 0.326 0.635 1.189 -0.107 -0.607 -0.496
H -1.294 -1.807 0.562 0.401 1.900 -1.716
H 0.605 -1.002 -1.677 -0.389 0.498 -0.646
H -2.960 -0.088 0.600 0.412 0.261 -0.454
H 0.306 0.973 -0.949 -1.606 2.543 -0.863
H -1.347 0.124 2.427 0.364 -1.025 -0.188
H 2.392 1.616 0.153 0.971 1.582 0.648
H 2.519 0.731 -1.317 0.106 -0.087 -0.712
H -0.642 2.478 0.907 0.393 -0.530 -1.159
H -1.538 -2.163 -1.852 0.220 -0.309 0.046
H 1.815 -2.137 0.013 0.624 0.198 -0.009
H -2.731 1.298 -1.171 0.916 0.552 0.310
H 3.821 0.035 0.827 -1.099 -0.425 -0.642